{
  "formula": "C11H15O3",
  "method": "ωB97M-V/def2-TZVPD",
  "homo_lumo_gap_ev": [7.92, 9.17],
  "s_squared": 0.767,
  "spin_multiplicity": 2,
  "symbols": ["C", "C", "O", "C", "C", "C", "C", "C", "C", "C", "C", "O", "C", "O", "H", "H", "H", "H", "H", "H", "H", "H", "H", "H", "H", "H", "H", "H", "H"],
  "coordinates": [[2.978, -1.501, -1.501], [2.669, -0.029, -1.441], [1.392, 0.074, -0.797], [0.837, 1.288, -0.896], [-0.542, 1.347, -0.221], [-1.407, 0.087, -0.715], [-2.391, -0.454, 0.328], [-1.907, -1.559, 1.287], [-0.636, -1.224, 2.113], [-0.179, 0.276, 2.156], [-0.241, 0.683, 0.884], [-1.244, -0.345, -1.778], [-1.231, 2.699, -0.220], [1.392, 2.213, -1.387], [3.928, -1.655, -2.025], [3.060, -1.927, -0.496], [2.186, -2.032, -2.044], [3.409, 0.522, -0.845], [2.593, 0.416, -2.440], [-2.809, 0.351, 0.946], [-3.176, -0.899, -0.260], [-2.733, -1.815, 1.958], [-1.788, -2.479, 0.706], [-0.683, -1.926, 3.011], [0.136, -1.798, 1.535], [0.538, 0.673, 2.873], [-2.087, 2.603, -0.913], [-1.568, 2.982, 0.782], [-0.497, 3.430, -0.601]],
  "forces_ev_per_a": [[0.18, -0.27, -0.13], [0.17, -0.19, -0.07], [-0.23, 0.21, -0.14], [-0.50, -0.39, -0.49], [0.09, 0.43, -3.43], [-1.29, 2.28, 3.25], [-0.15, 0.01, 0.14], [-0.22, 0.33, 0.11], [0.86, -2.71, 0.08], [0.07, -1.78, -2.91], [0.83, -0.60, 8.20], [0.59, -2.16, -3.79], [-0.08, 0.08, -0.53], [0.42, 1.29, -0.55], [-0.16, -0.03, 0.10], [-0.01, 0.06, -0.15], [0.19, 0.10, 0.11], [-0.15, -0.04, -0.24], [0.12, -0.06, 0.27], [0.15, 0.07, -0.39], [-0.57, -0.02, -0.23], [-0.08, 0.37, -0.01], [0.46, 0.13, 0.07], [0.02, 1.74, -0.30], [-0.06, 0.86, 0.51], [-0.52, 0.05, 0.29], [0.34, 0.50, 0.36], [0.02, -0.09, -0.26], [-0.50, -0.14, 0.14]],
  "lowdin_spin": [0.0000, 0.0010, 0.0088, 0.0075, 0.1146, 0.1122, 0.0177, 0.0164, 0.0373, 0.0466, 0.4626, 0.1047, 0.0336, 0.0028, 0.0000, 0.0000, 0.0001, 0.0001, 0.0001, -0.0008, 0.0021, 0.0024, 0.0009, 0.0064, -0.0027, 0.0212, -0.0004, 0.0005, 0.0041]
}